Model one:
ORCA calculation (wB97M-V/def2-TZVPD) on 3 unconnected molecules or ions with the total composition C6H14O.

Values from the calculation:
Charge ... 0
E_HOMO (spin up / spin down) ... -9.481 / -8.848 eV

Bonds (Å) are listed after each position.
CARTESIAN COORDINATES (ANGSTROEM)
1 H -4.1574 1.0346 0.1858  C21 1.086
2 H 1.4964 -1.0167 1.0314  C13 1.097
3 H 1.9695 0.6790 1.0891  C13 1.096
4 C 2.7542 -0.4143 -0.5939  H6 1.104, O7 1.415, H12 1.104, C13 1.520
5 H -2.0168 1.7674 -0.6431  C18 1.095
6 H 2.4596 -1.2490 -1.2543  C4 1.104
7 O 3.9290 -0.7529 0.1179  C4 1.415, H9 0.965
8 C 0.3513 0.2909 -0.2648  C11 1.525, C13 1.526, H15 1.096, H17 1.099
9 H 4.6207 -0.9370 -0.5290  O7 0.965
10 H -3.4528 -0.3988 1.0744  C21 1.086
11 C -0.8379 0.4793 0.6714  C8 1.525, H14 1.096, C18 1.503, H20 1.099
12 H 2.9281 0.4672 -1.2349  C4 1.104
13 C 1.6534 -0.1241 0.4139  H2 1.097, H3 1.096, C4 1.520, C8 1.526
14 H -0.9942 -0.4236 1.2732  C11 1.096
15 H 0.1139 -0.5121 -0.9724  C8 1.096
16 H -3.4144 -3.1234 0.7043  no bonds
17 H 0.5181 1.2038 -0.8541  C8 1.099
18 C -2.0792 0.8161 -0.1054  H5 1.095, C11 1.503, C21 1.398
19 H -2.0116 -0.9491 -1.8464  no bonds
20 H -0.5876 1.2858 1.3743  C11 1.099
21 C -3.3334 0.3337 0.2812  H1 1.086, H10 1.086, C18 1.398

=====

Model two:
ORCA calculation (wB97M-V/def2-TZVPD) on 2 unconnected molecules or ions with the total composition C6H14O.

Values from the calculation:
Charge ... 0
E_HOMO ... -6.742 eV

Bonds (Å) are listed after each position.
CARTESIAN COORDINATES (ANGSTROEM)
1 H -1.9729 -1.2423 0.3292  C8 1.099
2 C -0.6486 -0.0171 1.5066  C8 1.503, C14 1.429, H21 1.086
3 H 2.0464 1.9160 1.3925  C17 1.098
4 H -1.4829 0.8357 -0.9985  C10 1.105
5 H -1.3401 -0.9509 -4.1091  C19 1.093
6 H 1.0795 -1.1558 2.1800  C14 1.088
7 H -0.2824 -1.7048 0.2290  C8 1.099
8 C -0.9532 -0.8355 0.2831  H1 1.099, C2 1.503, H7 1.099, C10 1.526
9 H -1.6941 0.6473 -3.3924  C19 1.102
10 C -0.8246 -0.0518 -1.0199  H4 1.105, C8 1.526, H11 1.107, O20 1.406
11 H 0.2112 0.3200 -1.1374  C10 1.107
12 H 2.8193 0.7513 2.5129  C17 1.093
13 H 0.6698 0.6104 1.3659  C14 1.256
14 C 0.5265 -0.2255 2.2923  C2 1.429, H6 1.088, H13 1.256, H15 1.086
15 H 0.5684 0.2199 3.2816  C14 1.086
16 H 2.6478 0.3353 0.7693  C17 1.094
17 C 2.1958 0.8526 1.6210  H3 1.098, H12 1.093, H16 1.094
18 H -0.0059 0.0812 -3.5170  C19 1.102
19 C -1.0440 -0.2406 -3.3329  H5 1.093, H9 1.102, H18 1.102, O20 1.402
20 O -1.1681 -0.8889 -2.0966  C10 1.406, C19 1.402
21 H -1.3476 0.7437 1.8405  C2 1.086

=====

Quick look at relative energies in eV: model one 1.500; model two 0.000.

=====

Model one:
ORCA calculation (wB97M-V/def2-TZVPD) on C6H14O in the gas phase.

Values from the calculation:
SMILES ... CC(C)C[C@@H](C)O
Charge ... 0
E_HOMO ... -10.112 eV

Bonds (Å) are listed after each position.
CARTESIAN COORDINATES (ANGSTROEM)
1 H -1.9160 0.6409 2.0880  C7 1.096
2 H -2.3834 1.4658 0.5901  C7 1.098
3 C 0.1591 0.3872 0.2865  H9 1.099, H11 1.098, C19 1.512, C21 1.535
4 H -1.7587 0.3391 -1.7204  C16 1.099
5 H 3.7075 0.0768 -0.4272  C13 1.121
6 O 1.5860 -1.5867 0.3601  H15 1.001, C19 1.412
7 C -2.2315 0.4802 1.0503  H1 1.096, H2 1.098, H12 1.096, C21 1.532
8 H 2.8781 0.9642 0.8706  C13 1.110
9 H 0.4307 0.6085 1.3279  C3 1.099
10 H -1.0589 -1.2987 0.7779  C21 1.098
11 H 0.0867 1.3373 -0.2584  C3 1.098
12 H -3.2022 -0.0290 1.0708  C7 1.096
13 C 2.7238 0.5292 -0.1386  H5 1.121, H8 1.110, H18 1.078, C19 1.685
14 H 1.2246 -0.5470 -1.3971  C19 1.096
15 H 2.4231 -1.0410 0.4222  O6 1.001
16 C -1.6761 -0.6005 -1.1570  H4 1.099, H17 1.095, H20 1.096, C21 1.529
17 H -0.9902 -1.2614 -1.6981  C16 1.095
18 H 2.5403 1.3249 -0.8421  C13 1.078
19 C 1.3153 -0.3780 -0.3177  C3 1.512, O6 1.412, C13 1.685, H14 1.096
20 H -2.6626 -1.0775 -1.1579  C16 1.096
21 C -1.1955 -0.3344 0.2699  C3 1.535, C7 1.532, H10 1.098, C16 1.529

=====

Model two:
ORCA calculation (wB97M-V/def2-TZVPD) on 2 unconnected molecules or ions with the total composition C6H14O.

Values from the calculation:
Charge ... 0
E_HOMO ... -6.441 eV

Bonds (Å) are listed after each position.
CARTESIAN COORDINATES (ANGSTROEM)
1 C 0.6277 0.6893 0.7894  C2 1.529, H10 1.098, C11 1.531, C12 1.534
2 C 1.6531 1.0190 -0.2959  C1 1.529, H7 1.097, H13 1.093, H18 1.097
3 H -0.8479 -0.8316 1.2829  C12 1.104
4 H -2.9248 -1.1547 -1.7358  C17 1.090
5 H 1.9614 -0.4904 2.0408  C11 1.097
6 H 1.9583 1.2378 2.4168  C11 1.095
7 H 2.3754 0.1998 -0.3978  C2 1.097
8 H 0.3505 -1.3685 0.1030  C12 1.095
9 H -1.0397 -1.3579 -1.9955  C17 1.254
10 H -0.0285 1.5586 0.9302  C1 1.098
11 C 1.3210 0.3971 2.1222  C1 1.531, H5 1.097, H6 1.095, H19 1.097
12 C -0.2533 -0.5082 0.4111  C1 1.534, H3 1.104, H8 1.095, C15 1.487
13 H 1.1806 1.1392 -1.2741  C2 1.093
14 H -2.0602 -2.2901 -0.5680  C17 1.088
15 C -1.2762 -0.2993 -0.6472  C12 1.487, O16 1.298, C17 1.440
16 O -1.5720 0.9361 -0.9144  C15 1.298, H21 0.972
17 C -2.0091 -1.4080 -1.2021  H4 1.090, H9 1.254, H14 1.088, C15 1.440
18 H 2.2040 1.9295 -0.0312  C2 1.097
19 H 0.5992 0.2212 2.9292  C11 1.097
20 H 0.0296 -0.5937 -2.3528  no bonds
21 H -2.2491 0.9747 -1.6108  O16 0.972

=====

Quick look at relative energies in eV: model one 0.000; model two 3.090.